{"formula": "C3N3O3P", "method": "ωB97M-V/def2-TZVPD", "orbital_gap_ha": [0.25076, 0.29876], "lumo_energy_ev": [-4.239, -3.671], "total_charge": 0, "symbols": ["C", "C", "C", "N", "N", "N", "O", "O", "O", "P"], "coordinates": [[-1.963651, 2.045989, 1.197804], [2.000797, 0.554077, -0.328930], [-0.215016, -1.835242, -1.454293], [-2.857995, 2.656832, 1.674877], [2.303212, 1.484451, -0.920903], [-0.211293, -2.159947, -2.555573], [0.340792, -2.450976, 1.241048], [-1.119035, 1.571040, 0.567235], [1.594285, -0.474443, 0.233856], [0.127904, -1.391780, 0.344879]], "atomic_forces_ev_per_a": [[0.65, -0.19, -0.98], [-0.39, 1.30, -1.32], [0.91, 0.16, 1.56], [-2.51, 1.51, 1.83], [0.59, 1.05, -0.41], [-0.26, 0.04, -0.23], [0.55, -3.50, 2.50], [1.89, -1.36, -0.87], [-1.58, -3.51, 1.74], [0.16, 4.50, -3.84]], "nbo_charge": [0.637, 0.547, -0.139, -0.246, -0.378, -0.195, -0.930, -0.394, -0.729, 1.827]}